No. 1
A structure of composition C3H3CsO3 in a non-equilibrium geometry, computed with the ωB97M-V functional and the def2-TZVPD basis.

Positions of all 10 atoms, in Å:
C1 -1.35737 0.66354 0.14920
C2 -3.64368 1.09860 -0.23314
O1 -2.52579 1.21815 0.56119
O2 -1.35590 -0.57506 -0.02708
C3 -4.44080 0.01670 -0.13389
H1 -4.06300 2.05213 -0.56905
H2 -4.54968 0.08687 -1.32475
H3 -4.04618 -0.94495 0.20314
O3 -0.36172 1.39624 -0.04618
Cs1 2.80413 -0.89859 -0.51450

- Molar mass: 219.959 g mol⁻¹
- E_HOMO: -7.09 eV
- Maximum force: 4.81 eV/A
- DFT total energy: -9846.9769 eV

natural (NBO) atomic charge list, values in e, 2 entries:
1 C 0.945
2 C 0.183

***

No. 2
A structure of composition C3H3CuLiO2 in a non-equilibrium geometry, computed with the ωB97M-V functional and the def2-TZVPD basis.

Positions of all 10 atoms, in Å:
O1 -0.86998 0.37889 -0.80708
C1 0.31778 0.27081 -0.44131
C2 1.09055 -0.95914 -0.76544
H1 2.12088 -0.64663 -0.99649
H2 1.19241 -1.56387 0.15115
H3 0.61169 -1.54817 -1.56275
O2 -1.00018 1.45934 2.34846
C3 -1.88537 1.34961 3.04974
Cu1 0.47213 1.60837 0.98021
Li1 -2.04991 -0.34921 -1.95649

- Multiplicity: 2
- Molar mass: 141.542 g mol⁻¹
- E_HOMO (spin up / spin down): -19.44 / -20.50 eV
- Net charge: +2
- Maximum force: 4.10 eV/A
- DFT total energy: -52079.9244 eV
- ⟨S²⟩: 0.76

natural (NBO) atomic charge list, values in e, 2 entries:
1 O -0.629
2 C 0.405

***

No. 3
A cluster of 2 separate species, C3H3F in total in a non-equilibrium geometry, computed with the ωB97M-V functional and the def2-TZVPD basis.

Positions of all 7 atoms, in Å:
C1 -1.70939 0.14660 1.49614
C2 -0.93288 0.28311 0.61098
C3 1.23025 -0.22715 -0.89473
F1 0.93813 -0.22423 -2.21682
H1 -2.59520 0.38694 1.96206
H2 1.72944 0.69000 -0.77739
H3 1.33965 -1.05528 -0.18024

- Molar mass: 58.055 g mol⁻¹
- E_HOMO (spin up / spin down): -10.01 / -9.76 eV
- Maximum force: 5.53 eV/A
- DFT total energy: -5869.7132 eV

natural (NBO) atomic charge list, values in e, 2 entries:
1 C -0.458
2 C -0.135

***

No. 4
A structure of composition C3H3F2N in a non-equilibrium geometry, computed with the ωB97M-V functional and the def2-TZVPD basis.

Positions of all 9 atoms, in Å:
C1 0.23549 -1.17710 -0.33761
C2 0.54569 0.86697 0.30308
C3 -0.64871 -0.02707 0.11501
N1 1.41199 -0.75102 -0.10445
F1 -1.46123 -0.24546 1.08832
F2 -1.37345 0.43282 -1.00716
H1 -0.09807 -2.06773 -0.82781
H2 0.60922 1.65056 -0.57683
H3 0.77908 1.31804 1.34745

- Molar mass: 91.060 g mol⁻¹
- E_HOMO: -10.14 eV
- Maximum force: 4.04 eV/A
- DFT total energy: -10081.6724 eV

natural (NBO) atomic charge list, values in e, 2 entries:
1 C -0.004
2 C -0.302

***

No. 5
The molecule C3H3F2N3 in a non-equilibrium geometry, computed with the ωB97M-V functional and the def2-TZVPD basis.

Positions of all 11 atoms, in Å:
H1 1.32219 0.01647 -2.81361
N1 1.17156 0.36845 -1.90979
C1 0.04986 0.17047 -1.41806
F1 -0.93070 -0.48753 -2.01808
C2 -0.46073 0.48686 -0.01807
F2 -0.08853 1.76037 0.33469
N2 0.27241 -0.60292 1.08718
C3 -0.34271 -0.77827 2.18781
N3 -0.79674 -1.09382 3.18753
H2 -1.48391 0.47487 0.27785
H3 1.28729 -0.31495 1.10254

- Molar mass: 119.074 g mol⁻¹
- E_HOMO: -10.31 eV
- Maximum force: 7.53 eV/A
- SMILES: [H]/N=C(\F)[C@H](F)NC#N
- DFT total energy: -13062.7263 eV

natural (NBO) atomic charge list, values in e, 2 entries:
1 H 0.377
2 N -0.627

***

No. 6
A cluster of 2 separate species, C3H3F3 in total in a non-equilibrium geometry, computed with the ωB97M-V functional and the def2-TZVPD basis.

Positions of all 9 atoms, in Å:
C1 -0.63971 -1.58113 0.12834
C2 -0.54477 -0.73444 1.08132
C3 0.71494 1.25819 -0.28547
F1 1.74566 1.95486 0.06927
F2 0.94656 0.70340 -1.45967
F3 -0.32813 2.14305 -0.44893
H1 -1.39128 -2.29639 0.03201
H2 0.01739 -1.63597 -0.67643
H3 -0.52066 0.18844 1.55956

- Molar mass: 96.051 g mol⁻¹
- E_HOMO (spin up / spin down): -8.57 / -9.97 eV
- Maximum force: 2.12 eV/A
- DFT total energy: -11306.7618 eV

natural (NBO) atomic charge list, values in e, 2 entries:
1 C -0.472
2 C -0.102

***

No. 7
A cluster of 2 separate species, C3H3F3 in total in a non-equilibrium geometry, computed with the ωB97M-V functional and the def2-TZVPD basis.

Positions of all 9 atoms, in Å:
C1 0.06177 0.89979 0.33609
C2 0.26251 -0.10908 -0.43234
C3 3.25182 -0.35959 -0.01822
F1 3.13531 0.62894 0.85741
F2 4.10338 -1.29238 0.50797
F3 3.75610 0.17179 -1.17052
H1 -0.57809 1.71754 0.38987
H2 0.95175 1.14440 1.00771
H3 0.13400 -0.99840 -1.02738

- Molar mass: 96.051 g mol⁻¹
- E_HOMO: -8.05 eV
- Maximum force: 3.32 eV/A
- DFT total energy: -11305.9480 eV

natural (NBO) atomic charge list, values in e, 2 entries:
1 C -0.516
2 C -0.032

***

No. 8
A cluster of 2 separate species, C3H3F3 in total in a non-equilibrium geometry, computed with the ωB97M-V functional and the def2-TZVPD basis.

Positions of all 9 atoms, in Å:
C1 1.01961 -0.66320 0.06802
C2 1.81374 0.36723 0.01384
C3 -2.16979 0.06285 -0.01854
F1 1.30824 -1.94945 -0.00914
F2 3.15964 0.37758 -0.09089
F3 1.36326 1.61668 0.09082
H1 -1.86462 0.76415 -0.76874
H2 -2.21927 0.36819 1.00591
H3 -2.41080 -0.94403 -0.29127

- Multiplicity: 3
- Molar mass: 96.051 g mol⁻¹
- E_HOMO (spin up / spin down): -8.02 / -9.15 eV
- Maximum force: 6.09 eV/A
- DFT total energy: -11304.7171 eV
- ⟨S²⟩: 2.01

natural (NBO) atomic charge list, values in e, 2 entries:
1 C 0.135
2 C 0.703

***

Which value of DFT total energy does entry 5 give? -13062.7263 eV